1.
Molecular formula: C34H62Br21ClN3
Method: DFT, the ωB97M-V functional and the def2-TZVPD basis

Strongest force on any atom: 0.0546 hartree/bohr
Energy: -56011.1011 Eh
Net charge: +1

Cartesian coordinates (Å):
Br -10.97197 0.28308 -3.00589
Br -8.88968 -2.46384 -2.15100
Br -5.14373 1.65214 10.06455
Br -11.66669 -3.98874 -2.50829
Br -6.90604 1.02556 6.84854
Br -1.24364 1.42488 4.08814
Br 11.61429 0.80962 -5.36639
Br -8.58140 0.18115 -5.13670
Br 3.55974 -0.12119 -5.62293
Br -9.75003 -3.57319 -5.02056
Br -2.27376 2.62772 1.31710
Br 10.99085 -1.48770 -7.48897
Br -0.72531 4.49269 3.38766
Br -3.10586 -0.43053 11.35845
Br 8.72168 -0.57948 -5.43679
Br -9.19887 2.88061 -3.55638
Br 5.66408 2.05953 -6.60633
Br -7.92777 3.81648 5.69719
Br -2.67104 0.56399 8.35844
Br -5.81065 2.08780 4.04922
Br 5.60407 -0.83306 -7.96627
Cl -5.28161 3.23568 -2.69581
N -6.38933 -0.24576 -1.91618
N -7.45284 -0.05224 0.19398
N -6.84039 1.78245 -1.20879
C 7.12558 -1.62603 1.90768
C -5.38148 1.91952 -1.48918
C 8.71514 -0.23524 0.49340
C 10.39814 2.03564 -1.92538
C -3.05179 -2.49466 -0.98049
C -9.46747 0.59718 1.56750
C 4.99662 -2.19877 0.64465
C 1.41934 -3.68955 0.42764
C -5.09023 0.45843 -2.04495
C 0.04851 -3.19520 0.90844
C -2.17045 -2.19693 0.23899
C -9.73567 1.42201 2.84464
C -3.25438 -1.25105 -1.85008
C -6.45936 2.57617 5.80402
C 8.68150 0.29510 -0.96925
C 10.85888 2.81939 1.69261
C -10.26495 1.28603 0.43612
C -7.97099 0.74497 1.30496
C 2.43837 -2.52632 0.28527
C -9.94181 1.26909 -4.30671
C 10.26422 -0.03564 -6.45162
C -9.84715 -3.84019 -3.11860
C 10.13157 0.57774 -1.47803
C 8.05553 -1.63823 0.66821
C 3.66298 -2.78080 1.18646
C 10.11243 3.14539 0.37219
C 11.06249 2.86709 -0.82818
C -6.96198 0.48700 -0.85962
C -4.01765 -0.12662 -1.12338
C 5.67925 -1.21349 1.63254
C -0.66091 -2.30584 -0.12085
C 4.57205 0.55500 -7.11610
C -3.95833 0.16657 9.73963
C -1.90514 2.98835 3.18053
H -11.27803 1.46501 0.78190
H 8.27390 0.47919 1.18540
H -4.93906 2.15270 -0.52613
H -6.84610 -0.05727 -2.80795
H -2.26363 -0.92036 -2.16471
H -2.84536 3.25213 3.64391
H -0.51654 -2.77347 -1.09585
H 9.91759 0.71120 -7.15109
H 10.28844 -0.04892 -2.35558
H 3.45672 -2.31974 2.15315
H -10.23805 0.70165 -0.48739
H 1.31090 -4.19720 -0.53182
H -9.02186 1.08875 3.60096
H 7.55653 -1.98948 -0.22954
H 9.22692 2.52183 0.31619
H 5.69400 -3.02022 0.48890
H 11.09919 1.97869 -2.76709
H 11.86075 3.23151 1.60637
H -7.43268 -1.06700 0.22524
H -9.35600 -4.77752 -2.90093
H 11.95654 2.36928 -0.45566
H -9.79844 -0.42718 1.72682
H 10.35059 3.32462 2.51211
H 8.83456 -2.36276 0.90303
H -4.02002 -2.90015 -0.67455
H -4.50540 -0.52704 -0.23003
H -4.56533 -0.65120 9.37889
H 8.16977 1.25789 -0.97868
H 3.80692 -3.84259 1.37428
H 9.86380 4.20364 0.38894
H 8.13034 -0.35185 -1.64658
H 1.93900 -1.61651 0.61528
H 9.74821 -0.35437 0.81457
H -5.64843 3.08217 6.30981
H 1.75178 -4.43295 1.15000
H 7.16999 -2.62334 2.35392
H -10.75809 1.32050 3.18634
H 10.88299 1.74180 1.83096
H 11.35986 3.82916 -1.24620
H 5.12179 -1.14076 2.56477
H 10.86471 0.30480 -0.72177
H -2.58950 -3.27208 -1.58666
H 7.53938 -0.95571 2.66229
H -7.74134 1.80202 1.22865
H 4.85111 -1.70596 -0.31480
H 5.69550 -0.21458 1.18730
H 3.86101 0.91304 -7.84604
H -10.62481 1.57282 -5.08744
H -7.28169 2.49213 -0.63621
H -9.80619 2.25293 0.21443
H -9.47902 2.46522 2.66152
H 0.15967 -2.72018 1.88552
H -0.57706 -4.08033 1.05175
H -0.21898 -1.31121 -0.16800
H -3.31716 0.63258 -0.78077
H -2.40176 -2.88876 1.04604
H -2.32881 -1.18688 0.62430
H -3.80926 -1.54968 -2.74025
H 9.49711 2.52586 -2.29312
H -7.45528 0.38925 2.19816
H 2.75832 -2.43352 -0.74376
H -4.74107 0.65458 -3.05217

2.
Molecular formula: C34H62NO7
Method: DFT, the ωB97M-V functional and the def2-TZVPD basis

2S+1: 2
Strongest force on any atom: 0.0650 hartree/bohr
Energy: -1913.9122 Eh

Cartesian coordinates (Å):
O -3.08995 1.88877 7.01650
O 1.99630 -1.19130 -0.59726
O 5.41862 -4.07168 -2.00497
O -2.73628 -1.92378 -1.43587
O 3.78997 -2.48632 1.92627
O -3.73158 -0.39460 -0.17138
O 0.89195 2.15564 -3.39062
N 0.39149 1.47742 -4.38072
C -0.00243 2.24253 1.23931
C 1.40639 -2.37633 2.41379
C -3.76220 -1.01368 -1.20534
C 0.35117 -0.26766 3.30137
C -0.96897 0.49691 3.71961
C -2.17701 -0.04250 2.87074
C -0.06703 -1.04369 -4.00706
C 0.73720 -1.68607 -1.04824
C -0.35509 4.30496 2.67563
C 0.93282 0.09290 -4.47434
C 6.22254 -3.98576 -3.17790
C -1.77924 1.17932 -5.73757
C -2.39797 3.04081 1.85449
C 2.71547 -1.70819 2.41276
C -2.13382 -1.78481 -2.73459
C 1.65588 0.37554 3.32035
C -1.47324 3.05941 -4.06898
C -2.91714 2.65383 8.20511
C 2.84605 -0.34060 2.88739
C 4.07424 -1.93211 0.60608
C 2.96836 -2.23750 -0.45555
C -1.25404 0.02874 5.23032
C 1.24335 -0.16696 -6.02416
C -0.22601 -0.50509 -1.42149
C 5.71708 -4.94475 -4.23864
C -1.09092 1.52193 -4.33309
C -0.91001 2.81902 2.39023
C 2.30473 -0.12254 -3.72145
C -0.99241 -0.66653 -2.78519
C -1.72085 0.71689 -3.12933
C -0.83026 2.05924 3.77159
C 0.20687 -1.65356 2.85281
C -4.92463 -0.69863 -2.20013
C -2.39489 1.77769 9.32767
H 0.30079 4.35734 3.57996
H -1.27290 4.91417 2.93092
H -4.85327 0.38551 -2.49133
H -2.45589 -1.08561 3.19658
H 1.83163 0.68437 -6.44844
H -2.21075 3.45539 7.98600
H -0.76103 3.73863 -4.60947
H 0.30630 0.48991 -1.47512
H -0.56884 0.62260 5.90169
H -1.01625 1.36769 -6.53169
H 2.47684 -1.23878 -3.69773
H -2.18115 0.12776 -5.75705
H -0.74515 -2.21934 2.80351
H 4.67889 -4.72097 -4.49288
H -2.31111 0.29917 5.45849
H -1.44279 1.32314 9.04638
H -1.45233 3.25190 -2.96666
H 7.25996 -4.21199 -2.91159
H 3.86871 0.10806 2.88703
H 0.10787 2.37875 4.29222
H -0.16423 2.88948 0.33075
H 6.32343 -4.88079 -5.14448
H 0.24157 -2.25061 -0.19903
H 1.07341 2.42053 1.53211
H 1.34836 -3.43191 2.04896
H -2.51733 4.04229 1.36370
H -3.87722 3.10436 8.47767
H -2.52544 3.27869 -4.40739
H 5.04082 -2.36651 0.22145
H -2.85544 -1.64033 -3.57696
H 1.77664 1.42324 3.66343
H -3.18240 2.81036 2.61451
H -3.09056 0.96013 9.53556
H 0.08433 4.78088 1.76347
H -1.68037 2.44259 4.41175
H -3.72232 1.18694 7.21135
H 0.89871 -2.44201 -1.86389
H -4.96756 -1.38184 -3.08227
H -0.13548 1.15474 1.02965
H -2.52962 2.28769 1.01905
H 3.50031 -2.32385 -1.45310
H -2.77515 0.47869 -3.43380
H 4.25335 -0.82375 0.66847
H -3.10309 0.58911 2.98705
H -2.25232 2.35737 10.24212
H -2.64672 1.85806 -5.93535
H 2.30730 0.20908 -2.65757
H 5.46919 -4.97915 -1.68232
H 0.50244 -2.00282 -3.87203
H 6.17633 -2.95772 -3.53932
H -0.95923 -0.38847 -0.57251
H -1.61082 -2.76549 -2.94249
H 5.74176 -5.97457 -3.87213
H 2.44352 -3.22028 -0.30984
H -1.93935 -0.12163 1.77899
H -5.90254 -0.79708 -1.65714
H -1.78192 1.30445 -2.17728
H -1.03580 -1.06785 5.35609
H -0.76110 -1.24252 -4.87913
H 3.13516 0.30335 -4.33730
H 1.89039 -1.09141 -6.04332
H 0.31501 -0.40602 -6.59645

Among the records above, which one has the lowest energy?
C34H62Br21ClN3